A molecular structure, C72H138BN2O27S9Sn2 at a distorted geometry, computed with wB97M-V/def2-TZVPD.

Values from the calculation:
Frontier orbital gap: 3.145 eV
Lowest unoccupied orbital energy: 0.31 eV
Total charge: -1
Highest occupied orbital energy: -0.1042 hartree
Multiplicity: 1

Structure (XYZ):
```
251
Properties=species:S:1:pos:R:3:mulliken_charge:R:1
H -7.04795 -9.00599 1.14661 -0.07
C -9.07536 -1.09820 2.09168 1.43
C -5.62424 -11.92774 -1.81525 -0.60
C -8.02201 -5.35125 7.45969 -0.38
H -8.18138 1.64957 3.75773 0.36
C -7.84827 -7.33159 -0.19202 2.20
H -3.25808 1.21225 -3.23751 0.41
H -9.44497 -6.01841 0.34171 -0.11
C -3.98118 -1.79898 2.41674 -0.20
H -1.31257 -6.81275 1.37009 0.36
H -13.08426 0.30850 -4.47351 0.44
H -4.35359 -5.64222 0.73751 -1.02
O -6.88585 -5.42966 -1.29251 -0.50
C -13.34658 -5.32956 3.45429 -0.11
O -4.54992 -13.18547 4.67248 -0.37
C -6.45742 -5.53453 1.14986 2.68
Sn -4.36362 -5.53464 -3.16606 1.23
H -8.68529 -5.69405 8.25383 0.36
H -6.16484 -4.92381 -5.47560 -0.38
O -7.98337 -8.99909 9.18942 -0.44
H -13.20018 -4.79292 0.05232 0.60
H -9.47844 -2.41962 -5.50192 -0.10
O -9.26672 -3.47710 6.79954 -0.34
H -10.94403 -7.70266 -4.11212 0.69
C -11.24616 -13.00158 -5.51745 -0.87
C -10.34492 0.50907 -1.11665 -1.06
H -6.14816 -8.42882 7.19157 -0.08
H -9.80051 -12.90011 -7.85802 0.41
H -5.05806 -10.97152 2.30969 0.17
H -11.63869 -5.62241 -0.44078 -0.43
C -11.35283 -6.94570 2.31181 0.54
H -3.96155 -7.65016 0.78766 -0.71
H -10.64119 -6.18337 2.62885 -0.33
C -11.20900 1.98355 -2.97541 -1.98
O -8.88934 -9.11594 7.16714 -0.58
O -8.54077 0.22710 -3.58500 -0.73
H -12.30698 -1.89428 1.81116 0.32
H -2.73446 -3.06101 -0.49069 0.30
C -1.88154 -1.20552 -1.15908 0.36
H -4.81848 -9.51071 8.80914 0.17
C -3.76228 -4.87067 7.00449 -0.81
O -5.62488 -0.02953 3.64978 -0.56
C -10.55518 0.83422 -5.95253 -1.83
H -6.29849 -8.32833 10.21433 0.25
H -10.08157 -10.30440 -0.73476 -0.58
S -13.61226 -0.82255 4.95800 0.32
O -3.04573 -7.37147 -1.61349 -0.45
C -8.37025 -5.52407 5.91347 0.08
H -13.43838 -5.08740 2.39551 -0.09
H -14.43253 -2.42753 3.36926 -0.20
O -12.92250 -9.50329 -0.21890 -0.59
H -8.80114 -8.77842 0.99433 0.74
O -7.44187 -12.45074 5.77088 -0.68
H -4.07516 -9.26006 0.05931 -0.49
C -5.83310 -9.90811 8.83611 -0.54
H -8.76294 -10.26687 4.70173 -0.37
H -5.44686 -10.37249 5.10506 -0.89
H -6.55179 -8.68330 -1.33918 0.30
H -7.24678 -4.79366 -4.12828 -1.09
H -12.14041 -2.75839 4.60464 -0.51
H -8.10916 -0.92434 3.94922 0.36
H -15.56833 -1.00233 3.57823 0.38
H -10.47827 -13.61144 3.07806 0.31
H -12.76257 -1.87937 0.11472 0.13
S -11.07206 -3.56860 0.51625 0.79
C -3.14841 -7.17329 7.25520 -0.13
C -6.49154 -9.41563 7.50205 1.96
H -4.91667 -4.13989 0.47052 0.23
H -8.02036 -8.18638 -2.24136 0.14
C -3.33140 -5.90320 7.79609 -0.60
S -12.41459 -10.93994 -0.13589 0.58
H -9.32196 -12.40697 2.27289 -0.13
H -11.71956 -6.87792 1.28760 0.06
C -9.73959 -12.81804 3.19197 0.14
Sn -8.05979 -2.60248 -2.17455 0.95
C -4.11696 -2.02491 -1.81047 -0.36
H -11.68266 -5.66282 -6.33326 0.42
H -7.69902 -7.94797 3.33425 0.37
C -4.95754 -12.84273 3.35278 -0.74
C -14.92406 -1.73961 4.05721 -0.45
C -7.90706 -9.18143 7.89790 0.35
H -11.91788 -13.47465 -6.23376 0.43
H -12.60736 -4.68879 3.93500 -0.22
O -7.62502 -0.76355 0.10914 -0.26
C -8.71230 1.00477 3.05741 -0.87
H -5.16558 -10.94086 -1.87670 0.12
C -8.94540 -0.49901 3.39435 -0.02
H -11.63415 -13.17950 -4.51450 0.24
C -7.44871 -4.39478 1.61270 0.21
H -5.76198 -13.51751 3.06016 0.29
O -12.71451 -0.09460 3.86242 -0.57
H -10.07075 -5.54450 -5.77796 0.11
H -6.97935 -5.61761 7.63298 0.10
H -3.76262 -10.24744 4.19821 0.23
H -11.13706 0.67375 -6.86015 0.36
C -9.30579 -6.82258 -0.38081 -0.78
C -12.74000 -0.57852 -3.94172 -1.15
H -4.63337 -12.14738 0.05186 0.08
H -8.41305 -3.66254 8.66272 0.38
C -11.67461 -1.27685 -4.85023 -0.27
H -13.47111 -2.92724 1.27124 0.52
C -1.27208 -6.68779 0.28803 -0.75
H -11.16985 0.67310 -0.42332 0.37
H -9.73114 -6.75074 -3.62469 -0.06
C -12.50759 -2.53161 0.94997 -1.14
O -8.86692 -12.69309 -4.64074 -0.43
C -10.38816 -0.42162 -5.02734 1.42
C -5.41481 -12.66660 -0.50299 -0.30
H -7.38546 -10.98356 -2.45733 -0.07
C -5.19654 -10.63585 -5.98982 -1.25
H -9.62598 1.56906 2.87069 0.33
H -1.72367 -5.70601 0.14567 0.10
C -2.07017 0.03071 -2.03891 0.24
H -9.55074 1.13662 -6.24878 0.40
C -12.20058 -4.69108 -0.37021 -0.50
C -8.18281 -0.37001 1.23163 0.43
H -5.12597 -13.71026 -0.62724 0.40
H -9.49141 1.13100 -0.84681 0.72
H -10.36185 -12.01417 -1.15270 0.48
H -7.01392 -9.03055 -6.97442 0.46
C -3.30116 -7.43543 5.94588 -0.53
C -4.22384 -12.04627 5.30860 0.41
H -10.28655 2.36920 -3.40953 0.38
H -15.45001 -2.25993 4.85768 0.40
C -10.80339 -6.84573 -3.45335 -0.46
O -10.42138 -2.67006 -0.50150 -0.70
C -4.27642 -0.70081 -2.74057 0.48
H -10.07311 -7.58372 -0.23946 0.41
H -11.01112 -7.10073 -2.41416 0.03
H -8.07636 -4.66820 2.46088 -0.14
H -12.00168 -1.59925 -5.83876 0.60
H -3.10974 0.97843 1.25113 0.44
O -7.69638 -12.23584 -0.77592 -0.13
H -11.55424 -1.73134 5.90164 0.33
O -1.14548 0.96020 -2.26916 -0.82
H -0.29476 -6.53297 -0.16911 0.38
H -7.53747 -5.21684 5.28086 -0.24
H -8.78288 -2.14372 1.99440 -0.45
C -8.40096 -12.31409 4.94738 0.41
N -6.82278 -6.29480 -0.15928 1.03
C -12.24430 -0.19732 -2.56883 -0.37
H -12.95343 0.47494 -2.08581 0.49
C -5.38436 -11.36658 3.27174 0.78
H -4.74053 -4.71228 2.17472 -0.14
H -11.47730 -2.20335 -4.31100 -0.73
O -7.19848 -12.97989 1.22032 -0.66
O -5.18968 -8.42496 -4.37076 -0.63
H -12.22745 -0.99371 -1.82480 -0.62
H -5.24886 -12.53186 -2.64122 0.36
H -5.63196 -7.31236 2.30860 0.07
H -7.21376 -12.66630 -2.83109 0.20
C -10.77976 0.50624 -2.61472 1.48
H -3.17518 -5.82905 8.86216 0.38
H -8.24046 -9.71715 -5.82931 0.12
H -5.77455 -10.98338 9.00481 0.30
H -8.07429 -3.99650 0.81388 -1.18
O -10.37906 -4.41948 4.97633 -0.16
C -6.43822 -6.57901 2.29238 -0.25
C -7.16390 -11.95213 -2.00915 0.31
H -8.02176 -13.15474 -7.63688 0.32
O -0.76509 -1.56816 -0.57622 -0.81
H -2.75017 -7.87233 7.97572 0.46
C -4.15134 0.78996 1.51120 -0.51
H -4.22987 -10.83011 -5.52515 0.39
C -10.34450 -11.69739 4.00175 -0.47
H -9.89919 -0.65763 3.89757 0.14
H -7.63578 -8.00132 -5.80182 0.21
C -11.06644 -5.13632 -5.60445 -0.60
H -6.82873 -3.57087 1.96610 0.35
C -7.60634 -8.41909 -1.26028 -0.78
H -13.65211 -1.16108 -3.81222 0.49
C -4.12532 -5.13704 5.62488 -0.65
C -13.39782 -11.90888 -1.39421 -1.13
C -3.43296 -8.59054 0.63151 0.93
H -3.92788 -6.53811 4.12701 0.22
C -8.92805 -12.70114 -7.23566 -0.87
H -10.68590 -10.85707 3.39728 0.08
S -9.50451 -13.59176 -5.67738 0.32
C -8.18642 -3.85958 7.61491 -0.66
H -9.45311 -6.23400 -1.28632 -0.27
H -11.49077 2.51905 -2.06881 0.50
H -8.63375 -6.87673 2.58204 -1.13
H -8.55192 -6.52005 5.50957 0.34
H -3.11514 -8.39029 5.47681 0.28
H -4.52949 -4.38374 4.96490 0.74
H -13.11009 -2.70137 6.10209 0.51
C -7.69317 -7.39485 2.39503 -0.20
O -5.31744 -0.42604 -3.34989 -0.65
H -4.56554 0.08890 0.78658 -0.18
H -5.64384 -11.62423 -6.09527 0.31
C -12.45607 -2.13366 5.44021 -0.22
H -8.36067 -1.14075 -5.88357 0.23
S -12.63296 -7.00392 3.67059 0.53
H -9.63631 -1.24340 -6.85690 0.54
H -4.00974 -13.03938 2.85168 0.40
C -7.84313 -8.26426 1.07162 -1.19
H -11.24454 -11.92894 -5.71122 0.25
H -14.29136 -5.23389 3.98942 0.54
S -2.16379 -8.12175 -0.58537 0.25
H -9.68120 -11.13511 5.98279 0.14
C -9.42235 -1.37148 -5.79582 -1.25
H -6.39668 -6.03346 3.23511 -0.37
O -3.69242 -12.05227 6.42052 -0.67
C -4.66039 -10.79706 4.48111 0.94
H -5.18641 -10.10317 -6.94074 0.42
C -9.33245 -11.16236 4.95045 0.67
H -6.37566 -10.19098 6.74476 -1.20
C -9.49254 -4.43116 5.82586 0.23
H -11.10034 -4.08057 -5.87338 0.10
H -11.25545 -12.01188 4.51104 0.32
H -8.08050 -9.37112 -1.02170 -0.57
H -8.81607 -11.61772 -7.19388 0.18
S -6.13005 -9.58657 -4.74116 0.99
C -7.38554 -9.05181 -5.94995 -0.92
H -9.99639 -0.50807 -0.93766 -1.00
H -13.40200 -11.52070 -2.41274 0.28
B -6.87924 -4.27133 -4.99795 1.90
H -12.33944 -4.28670 -1.37285 0.25
S -4.19790 -0.07906 3.09716 0.26
C -3.74678 -6.40686 5.18360 0.20
H -10.12269 -0.99357 1.80836 -0.89
H -6.84075 -9.85173 10.79454 0.36
H -6.46695 -11.27575 3.36037 -0.66
H -11.98649 1.90282 -3.73508 0.28
C -10.81702 -11.02567 -1.09111 -0.26
H -7.25799 -3.35749 7.34284 0.26
H -2.94423 -9.01917 1.50645 0.53
H -13.15581 -12.96807 -1.48159 0.38
O -8.66411 -13.22036 3.93056 -0.34
H -4.85951 -2.23194 1.93803 -0.19
O -13.68960 -7.93168 3.06357 -0.73
H -4.63939 1.75693 1.63309 0.41
C -6.74835 -9.26370 9.88144 -0.48
C -5.08423 -4.95877 1.17013 -0.44
O -10.49279 -4.14694 -3.17833 -0.49
H -10.85351 -7.91165 2.38752 -0.12
H -4.01532 -3.93310 7.47708 0.42
H -6.42975 -3.38698 -4.57355 -0.39
N -9.87844 -0.17744 -3.57955 1.06
O -8.00793 0.88202 1.77959 -0.37
H -4.02109 -2.47023 3.27460 0.08
C -6.85467 -12.75774 0.03997 0.38
H -3.05436 -1.99755 1.87852 0.43
O -5.03423 -2.83904 -1.78414 -0.11
H -14.41479 -11.89663 -1.00213 0.38
S -11.46743 -5.25540 -3.76454 0.38
C -2.80857 -2.17240 -1.10001 -0.36
H -7.64158 -3.95760 -5.69411 -0.43
H -11.05573 -10.74695 -2.11748 0.43
C -3.20966 0.27141 -2.70944 -0.56
H -11.12113 1.62509 -5.46027 0.37
```